DFT (wB97M-V/def2-TZVPD) results for a cluster of 2 separate species, C9H14N3 in total in a non-equilibrium geometry.

Computed properties:
* Kohn-Sham gap: 9.91 eV
* net charge: +1

Positions of all 26 atoms, in Å:
C: 2.53880 0.44176 1.19166
C: 2.65313 -0.33452 0.07903
C: 1.53621 1.50263 -0.45499
C: -2.98058 1.05654 0.12084
C: -2.71942 -0.26043 -0.03242
C: -1.25307 -0.37829 -0.33462
C: -1.73944 1.75145 -0.06011
C: 3.30431 -1.64471 -0.14076
C: -3.62482 -1.42306 0.09140
N: 2.04034 0.36509 -0.93519
N: 1.87419 1.58556 0.82945
N: -0.74104 0.97045 -0.30747
H: 2.88567 0.27039 2.18954
H: -3.92061 1.52652 0.33763
H: -0.72223 -0.99689 0.39299
H: -1.08346 -0.81278 -1.32388
H: -1.60157 2.81485 0.01224
H: 2.61952 -2.34375 -0.61707
H: 4.17375 -1.53101 -0.78746
H: 3.63354 -2.06171 0.80529
H: -4.65283 -1.13281 -0.11094
H: -3.58196 -1.81520 1.11020
H: -3.33324 -2.22499 -0.58528
H: 1.95112 0.04559 -1.88872
H: 1.63004 2.33537 1.45831
H: 1.11364 2.29395 -1.03968

***

DFT (wB97M-V/def2-TZVPD) results for a structure of composition C42H38ClN2OP2Sc in a non-equilibrium geometry.

Computed properties:
* Kohn-Sham gap: 7.30 eV
* net charge: +2

Positions of all 87 atoms, in Å:
Sc: -0.23507 -0.59164 0.11362
Cl: -0.55404 -2.14201 -1.63721
P: 2.34901 -0.91292 0.71143
P: -2.39729 0.72433 -0.83431
C: 3.25042 0.23460 1.88050
C: 3.52418 -1.11041 -0.72077
C: 2.15380 -2.50910 1.62011
C: -3.88829 0.04974 0.05661
C: -2.53608 2.56503 -0.68762
C: -2.47447 0.35812 -2.64702
C: 3.52167 -0.10693 3.21940
C: 4.18828 0.79045 4.06481
C: 4.58831 2.04826 3.61531
C: 4.35082 2.37290 2.27785
C: 3.69845 1.48574 1.41446
H: 3.25378 -1.09414 3.59508
H: 4.40124 0.51475 5.09471
H: 5.10299 2.76001 4.27509
H: 4.70371 3.32460 1.88413
H: 3.55331 1.74556 0.36226
C: 1.22483 -2.67097 2.68034
C: 1.04697 -3.92818 3.27921
C: 1.75922 -5.04436 2.82333
C: 2.69699 -4.87714 1.79810
C: 2.89198 -3.62798 1.20371
H: 0.62920 -1.80976 3.01529
H: 0.35225 -4.02066 4.12453
H: 1.57167 -6.02449 3.27761
H: 3.27299 -5.74703 1.48056
H: 3.62883 -3.52649 0.41243
C: 4.92263 -1.10943 -0.50691
C: 5.80000 -1.34047 -1.58375
C: 5.32158 -1.55325 -2.88330
C: 3.93341 -1.51173 -3.09423
C: 3.03639 -1.26788 -2.04287
H: 5.35275 -0.93450 0.48817
H: 6.87827 -1.36766 -1.42652
H: 5.99581 -1.76376 -3.73001
H: 3.53614 -1.67831 -4.09418
H: 1.94664 -1.22307 -2.21372
C: -2.55857 3.35986 -1.84736
C: -2.66857 4.75152 -1.75133
C: -2.76110 5.38275 -0.50986
C: -2.74407 4.58874 0.64110
C: -2.61659 3.19680 0.56782
H: -2.54240 2.89599 -2.83472
H: -2.69951 5.35725 -2.65344
H: -2.89105 6.47274 -0.42328
H: -2.86254 5.05042 1.61999
H: -2.61627 2.58285 1.47461
C: -3.86626 -1.22312 0.67503
C: -5.01835 -1.73006 1.29261
C: -6.19599 -0.96999 1.36705
C: -6.21811 0.28419 0.74066
C: -5.08258 0.80198 0.09147
H: -2.95370 -1.83420 0.62839
H: -4.98845 -2.75244 1.68404
H: -7.07335 -1.39027 1.88239
H: -7.14810 0.85281 0.75704
H: -5.14412 1.77891 -0.39938
C: -3.66838 -0.10975 -3.21567
C: -3.70809 -0.43659 -4.57544
C: -2.57501 -0.33972 -5.38631
C: -1.38215 0.11733 -4.81105
C: -1.33110 0.50499 -3.46960
H: -4.56752 -0.20588 -2.60613
H: -4.63664 -0.76455 -5.03187
H: -2.59493 -0.59762 -6.45272
H: -0.47534 0.19599 -5.41327
H: -0.39813 0.90432 -3.04123
H: -1.36176 -2.75057 1.28305
H: -0.89585 -2.27431 0.84198
N: 1.25309 4.55763 3.96677
C: 0.92335 3.28155 3.50675
O: 0.98163 2.30232 4.28434
C: 0.66835 3.05337 2.04151
C: 0.95894 4.00604 1.08068
C: 0.89852 3.70164 -0.27526
C: 0.63373 2.40678 -0.64899
N: 0.31216 1.46779 0.26849
C: 0.28904 1.78209 1.61567
H: 1.16498 4.53090 4.99304
H: 0.78319 5.41925 3.59532
H: 1.26092 4.99050 1.42052
H: 1.05567 4.45264 -1.03744
H: 0.63331 2.11990 -1.69584
H: 0.05840 0.97622 2.31575

***

DFT (wB97M-V/def2-TZVPD) results for a structure of composition C34H39N5O4TaTe in a non-equilibrium geometry.

Computed properties:
* Kohn-Sham gap: 5.14 eV
* net charge: +3

Positions of all 84 atoms, in Å:
Ta: -0.36984 1.44786 1.41011
N: -1.82103 3.19055 1.86345
C: -2.85992 3.38703 2.94335
C: -2.28559 3.37264 4.35154
C: -2.04720 1.98209 4.96404
C: -0.70960 1.32557 4.66651
N: -0.73635 0.51827 3.36417
H: -1.16134 3.96794 1.94953
H: -2.27485 3.35455 0.96735
H: -3.61213 2.60520 2.83771
H: -3.35135 4.33531 2.73034
H: -2.99386 3.90486 4.98582
H: -1.36729 3.96908 4.38297
H: -2.85620 1.30433 4.66460
H: -2.13288 2.04565 6.04830
H: -0.43106 0.62136 5.44795
H: 0.08975 2.05920 4.56077
H: -1.57470 -0.07049 3.39862
H: 0.02115 -0.17580 3.41734
C: 1.13063 -1.55834 -4.88053
C: 0.90224 -1.15778 -3.45267
C: 0.98258 -2.09346 -2.42812
C: 0.74842 -1.77782 -1.08066
C: 0.79992 -2.75718 0.07021
O: 0.18120 -2.48157 1.08645
C: 1.61204 -3.97687 -0.05033
C: 2.80044 -4.01747 -0.78832
C: 3.56325 -5.17276 -0.80486
C: 3.13326 -6.29627 -0.11072
C: 1.95413 -6.26282 0.62483
C: 1.20277 -5.10340 0.67140
C: 0.38508 -0.46612 -0.83495
O: 0.05693 -0.03261 0.43810
C: 0.31391 0.52826 -1.82785
C: 0.60524 0.16991 -3.13693
C: 0.00901 1.87396 -1.32688
N: -1.04781 2.05280 -0.50860
C: -2.22397 1.13975 -0.69323
C: -2.79647 0.57968 0.60266
Te: -4.36683 -0.90502 0.18512
C: -3.22525 -2.12554 -1.09103
C: -2.62740 -3.28208 -0.59134
C: -1.98901 -4.15888 -1.45641
C: -1.93665 -3.87985 -2.81568
C: -2.52584 -2.72647 -3.31793
C: -3.18065 -1.85421 -2.46060
C: 0.93325 2.94901 -1.50304
C: 2.26548 2.71238 -1.91613
C: 3.12885 3.77033 -2.08783
C: 2.68030 5.07492 -1.87829
C: 1.36478 5.33143 -1.49533
C: 0.49597 4.28269 -1.30746
H: 1.28886 -2.63091 -4.97076
H: 2.00510 -1.05216 -5.29234
H: 0.27420 -1.28597 -5.49886
H: 1.21862 -3.11816 -2.67989
H: 3.14961 -3.14449 -1.32441
H: 4.49157 -5.20116 -1.35906
H: 3.72305 -7.20290 -0.13949
H: 1.62940 -7.14157 1.16526
H: 0.29447 -5.05698 1.25761
H: 0.55867 0.91511 -3.92322
H: -1.97603 0.32093 -1.36405
H: -3.01329 1.72693 -1.17015
H: -3.32161 1.31120 1.21815
H: -2.13892 -0.05506 1.20613
H: -2.68534 -3.51364 0.46468
H: -1.55624 -5.07449 -1.07345
H: -1.46082 -4.58026 -3.49133
H: -2.51817 -2.52972 -4.38260
H: -3.69506 -0.98984 -2.86356
H: 2.61029 1.69811 -2.07449
H: 4.15083 3.59518 -2.39536
H: 3.36169 5.90232 -2.03161
H: 1.02731 6.35125 -1.37148
H: -0.54236 4.46926 -1.06903
N: 2.35535 0.66714 1.91588
N: 2.97181 1.90575 1.70615
C: 2.22770 3.04016 1.67358
O: 2.54864 4.15419 1.45515
O: 0.88142 2.71592 1.95328
H: 2.66802 0.27550 2.80219
H: 2.63660 0.01849 1.18588
H: 3.97912 1.98610 1.68369

***

DFT (wB97M-V/def2-TZVPD) results for a cluster of 2 separate species, C5H8Cl2 in total in a non-equilibrium geometry.

Computed properties:
* Kohn-Sham gap (alpha / beta): 7.88 / 7.88 eV
* net charge: 0

Positions of all 15 atoms, in Å:
C: -0.16798 0.02261 -1.31559
C: 0.17735 -0.60681 -0.00420
C: -0.62509 0.66234 0.03772
C: 0.06058 -1.80195 0.82587
C: -0.38175 2.07760 0.42679
Cl: 2.71862 0.27302 0.23345
Cl: -2.25487 0.13200 0.40484
H: 0.67480 0.60385 -1.66104
H: -0.79206 -0.37772 -2.04438
H: 0.82484 -1.90484 1.51407
H: -0.10638 -2.70203 0.18905
H: -0.77552 -1.55041 1.45803
H: -0.94324 2.65649 -0.40260
H: 0.73201 2.36576 0.12234
H: -0.57056 2.25471 1.46684

***

no.,molar mass (u),total energy (hartree)
1,164.23,-515.37183
2,729.14,-3711.21055
3,890.27,-2217.91470
4,139.03,-1115.56810